[1]
Molecular formula: C2H7OPS
Method: DFT, ωB97M-V/def2-TZVPD

```
12
Properties=species:S:1:pos:R:3:forces:R:3:mulliken_charge:R:1
H 0.353420 -2.221300 -0.821184 1.92 0.09 -2.03 0.362
H 0.302384 -2.615469 0.835488 0.65 -2.10 1.97 0.313
O 0.945364 0.356761 -0.264066 0.29 -0.51 -0.30 -0.163
H -1.148270 -2.232836 -0.237618 0.62 -0.40 1.19 0.265
C 1.410803 1.709098 -0.092784 0.28 -2.08 -0.41 -0.582
S -3.619763 0.619131 -0.383988 1.26 0.17 0.60 -0.211
P -0.134918 -0.300160 0.724030 -0.35 -0.57 0.00 0.076
H -2.440477 0.929354 0.303215 -1.15 -0.13 -0.52 0.087
H 1.333470 2.008272 -1.145202 1.06 0.94 0.62 0.222
H 0.724473 2.223182 0.520611 -0.81 1.01 0.66 0.312
H 2.361754 1.570271 0.473266 -0.28 0.90 -1.09 0.226
C -0.088243 -2.046308 0.088233 -3.49 2.69 -0.69 -0.907
```
Forces are in eV/Å.

Properties
* Kohn-Sham gap (alpha / beta): 0.33844 / 0.18850 Eh
* HOMO level (alpha / beta): -9.53 / -7.26 eV
* energy above the lowest of the compared OMol25 structures with the same formula, charge and spin: 4.386 eV
* spin multiplicity: 1

[2]
Molecular formula: C11H23N2O11
Method: DFT, ωB97M-V/def2-TZVPD

```
47
Properties=species:S:1:pos:R:3:forces:R:3:mulliken_charge:R:1
H 2.818834 2.358414 6.676378 -0.04 -0.06 -0.08 0.281
O 0.661332 -2.184313 -4.808682 0.11 -0.05 0.08 -0.310
O -0.735781 -1.665394 1.792277 -0.13 0.04 -0.21 -0.524
H -2.291951 -3.480994 -6.850050 0.04 0.07 -0.08 0.289
C -0.604778 1.173311 -1.100279 -0.79 0.33 0.24 -0.263
C -0.098091 -2.455560 -5.852190 0.13 0.04 0.22 0.786
C -1.532958 -4.151230 1.470125 -0.12 -0.17 -0.12 -0.601
O -0.679409 1.410575 -3.470337 -0.08 -0.42 0.05 -0.670
C 0.217820 4.804161 3.404126 -0.18 0.08 -0.20 -0.599
C 1.239104 -0.863643 -4.805267 0.01 0.41 -0.02 -0.544
C -0.350807 -2.493759 2.564046 0.07 -0.03 0.13 0.787
H 1.885954 -0.732638 -5.672932 -0.08 -0.07 -0.06 0.289
O 1.459648 2.722902 4.443473 -0.03 -0.35 0.04 -0.526
O 0.462530 -2.272634 3.597659 0.10 -0.06 0.13 -0.337
H -1.066922 -3.941480 0.509524 -0.04 0.11 -0.01 0.289
H -1.842202 -0.439689 -1.292648 -0.18 -0.07 -0.22 0.208
H -1.711040 -5.219581 1.558321 0.08 -0.01 0.11 0.202
H 3.933968 2.346675 5.282993 -0.09 -0.06 -0.02 0.288
H -0.449981 1.862018 -0.279502 0.19 0.11 0.33 0.081
C -1.416448 -4.123368 -6.771880 -0.11 -0.14 -0.05 -0.637
O 1.322088 4.965735 4.305760 -0.02 0.11 0.02 -0.332
H 4.311466 3.315637 6.719660 -0.03 0.13 -0.02 0.201
H -0.106491 5.803358 3.131353 0.11 0.06 0.07 0.205
O -0.698410 3.271611 -2.215639 0.17 -0.26 0.15 -0.761
C -0.670187 2.030977 -2.374018 0.20 0.57 -0.66 0.475
H 0.011533 -0.253977 3.827671 -0.01 0.03 -0.12 0.278
H -0.600701 4.279549 3.891857 0.05 -0.10 -0.01 0.273
O -0.327097 -1.739180 -6.788001 -0.04 0.05 -0.25 -0.540
H 1.425302 -0.610555 2.804330 -0.10 0.06 -0.06 0.294
C 1.839332 3.822527 4.736532 -0.03 0.24 -0.11 0.825
H -2.479242 -3.619732 1.549243 0.04 0.10 -0.06 0.285
O 2.859458 4.104492 5.550720 0.11 0.04 0.11 -0.325
H -3.484928 0.822917 -2.006749 -0.04 -0.03 -0.18 0.165
O -0.661943 -3.793857 2.543041 0.00 -0.14 0.05 -0.347
H -1.734690 -5.136055 -6.536905 0.06 0.00 0.11 0.210
C 3.510660 2.952430 6.081920 0.15 -0.07 0.11 -0.608
H 0.525818 4.269873 2.508661 -0.01 -0.09 0.04 0.314
C 0.872239 -0.904438 3.693441 0.16 0.26 0.14 -0.591
H -3.582024 1.441149 -0.458040 -0.18 -0.31 0.14 0.139
O -0.575962 -3.703219 -5.704690 -0.07 -0.16 0.01 -0.320
N -1.865274 0.447578 -0.817280 0.46 0.16 0.13 -0.129
H 0.211229 0.460233 -1.139059 0.13 -0.25 -0.04 0.229
H 1.832963 -0.790280 -3.900224 -0.07 -0.15 0.07 0.190
H 0.465809 -0.095725 -4.773098 -0.02 -0.03 0.06 0.314
N -2.982587 1.222276 -1.234079 0.18 0.16 0.00 -0.456
H 1.520077 -0.820633 4.561305 -0.02 -0.19 0.04 0.241
H -0.871893 -4.127837 -7.715103 -0.03 0.10 -0.03 0.283
```
Forces are in eV/Å.

Properties
* Kohn-Sham gap: 0.22358 Eh
* HOMO level: -3.78 eV
* charge: -1
* spin multiplicity: 1

no.,electronic energy (eV)
1,-24355.6836
2,-37283.0268